No. 1
Here is a cluster of 5 separate species, C2H15NO4S in total in a non-equilibrium geometry from the OMol25 dataset. Energies are from the ωB97M-V functional and the def2-TZVPD basis.

Atoms and positions in Å:
C 0.52 0.96 -0.18
C 1.94 0.71 0.29
S 2.80 -0.53 -0.77
N -0.21 1.88 0.71
H 0.04 -0.02 -0.15
H 0.51 1.26 -1.22
H 2.04 0.31 1.29
H 2.49 1.65 0.20
H 2.02 -0.28 -1.85
H -1.19 1.95 0.43
H 0.18 2.81 0.55
H -3.47 1.36 -1.26
H -2.39 0.36 -1.03
O -2.70 1.23 -0.68
H 0.49 -2.05 0.83
H 1.30 -2.25 -0.43
O 0.46 -2.53 -0.01
H -0.24 0.10 2.15
H -0.07 -1.12 3.12
O 0.08 -0.83 2.23
H -2.16 -1.92 -1.81
H -0.86 -1.77 -1.00
O -1.57 -1.28 -1.41

orbital gap (spin up / spin down)	0.055 / 0.323	hartree
energy above the lowest of the compared OMol25 structures with the same formula, charge and spin	0.00	kcal per mole
total charge	-1
expectation value of S²	0.75
LUMO level (spin up / spin down)	2.436 / 2.940	eV
multiplicity	2
HOMO (spin up / spin down)	0.94 / -5.85	eV
electronic energy	-22832.3237	eV

***

No. 2
Here is a cluster of 5 separate species, C2H15NO4S in total in a non-equilibrium geometry from the OMol25 dataset. Energies are from the ωB97M-V functional and the def2-TZVPD basis.

Atoms and positions in Å:
N -3.04 -0.17 -0.53
C -2.44 1.16 -0.35
C -0.96 1.06 -0.75
S -0.81 0.82 -2.53
H -3.67 -0.43 0.21
H -3.49 -0.23 -1.43
H -2.56 1.40 0.71
H -2.93 1.90 -0.98
H -0.36 1.90 -0.41
H -0.69 0.17 -0.20
H -0.59 2.10 -2.86
O 2.50 -0.34 1.33
H 2.40 -0.22 2.29
H 2.80 -1.27 1.29
O 5.13 0.69 1.29
H 5.46 -0.20 1.09
H 4.26 0.77 0.88
O 0.10 -2.12 0.26
H 0.91 -1.78 -0.14
H -0.63 -1.74 -0.25
O -0.76 -1.38 2.92
H -0.09 -1.60 2.26
H -1.57 -1.37 2.41

orbital gap	0.353	hartree
energy above the lowest of the compared OMol25 structures with the same formula, charge and spin	12.76	kcal per mole
SMILES	NCCS.O.O.O.O
LUMO level	0.289	eV
HOMO	-9.32	eV
electronic energy	-22832.4355	eV

***

No. 3
Here is a cluster of 7 separate species, C2H16BrN4O6 in total in a non-equilibrium geometry from the OMol25 dataset. Energies are from the ωB97M-V functional and the def2-TZVPD basis.

Atoms and positions in Å:
Br 13.49 20.06 -3.68
C 16.77 16.92 -3.95
O 17.67 16.44 -3.28
N 15.56 17.30 -3.36
N 16.80 17.15 -5.28
H 15.52 17.10 -2.38
H 15.09 18.15 -3.66
H 15.97 17.54 -5.67
H 17.64 16.96 -5.80
C 11.11 19.17 0.43
O 10.78 19.55 1.57
N 11.46 20.00 -0.58
N 11.15 17.84 0.17
H 11.22 20.96 -0.39
H 11.94 19.75 -1.43
H 11.43 17.43 -0.70
H 10.97 17.30 1.00
O 14.61 21.43 -6.56
H 14.42 21.04 -5.69
H 13.80 21.29 -7.07
O 13.90 22.48 -1.37
H 13.14 22.89 -1.80
H 13.90 21.57 -1.74
O 10.98 21.33 -5.78
H 10.60 22.02 -5.23
H 11.77 21.04 -5.29
O 12.73 16.96 -5.33
H 13.45 16.32 -5.33
H 13.06 17.70 -4.79

orbital gap	0.349	hartree
total charge	-1
LUMO level	2.934	eV
HOMO	-6.56	eV
electronic energy	-90627.7404	eV

***

No. 4
Here is a cluster of 6 separate species, C2H16O5 in total in a non-equilibrium geometry from the OMol25 dataset. Energies are from the ωB97M-V functional and the def2-TZVPD basis.

Atoms and positions in Å:
C -0.86 -0.30 -0.24
C 0.24 0.21 -1.16
H -1.87 -0.49 -0.66
H -0.41 -1.24 0.24
H -1.13 0.40 0.63
H 0.12 1.21 -1.71
H 0.58 -0.43 -1.95
H 1.22 0.47 -0.62
O 2.93 4.81 1.20
H 3.08 5.72 0.80
H 2.79 4.97 2.22
O -6.56 1.05 -2.39
H -6.46 2.04 -2.37
H -5.64 0.59 -2.54
O -2.46 -1.88 1.91
H -1.70 -2.56 1.92
H -2.65 -1.66 2.91
O 2.66 -3.03 -1.13
H 3.40 -3.62 -1.39
H 3.03 -2.35 -0.54
O 2.85 -1.06 1.54
H 3.14 -1.65 2.24
H 3.70 -1.18 1.06

orbital gap	0.409	hartree
energy above the lowest of the compared OMol25 structures with the same formula, charge and spin	46.52	kcal per mole
SMILES	CC.O.O.O.O.O
LUMO level	0.336	eV
HOMO	-10.81	eV
electronic energy	-12569.3904	eV

***

No. 5
Here is a cluster of 6 separate species, C2H16O6 in total in a non-equilibrium geometry from the OMol25 dataset. Energies are from the ωB97M-V functional and the def2-TZVPD basis.

Atoms and positions in Å:
C 2.05 0.92 0.04
C 2.38 0.33 -1.30
O 1.21 -0.13 -2.02
H 1.71 0.17 0.76
H 2.92 1.36 0.54
H 1.30 1.70 0.06
H 3.11 -0.49 -1.17
H 2.84 1.05 -1.91
H 0.83 -0.83 -1.43
O -1.58 0.60 2.51
H -1.91 1.44 2.85
H -1.80 0.59 1.55
O -0.99 1.74 -1.86
H -0.14 1.25 -1.72
H -0.80 2.64 -2.05
O -2.66 0.44 -0.02
H -2.26 0.82 -0.77
H -2.47 -0.50 -0.14
O -0.44 -2.19 2.20
H -0.46 -1.24 2.45
H -0.96 -2.67 2.86
O -0.60 -1.97 -0.60
H -0.98 -2.71 -1.07
H -0.29 -2.33 0.25

orbital gap	0.409	hartree
energy above the lowest of the compared OMol25 structures with the same formula, charge and spin	0.00	kcal per mole
SMILES	CCO.O.O.O.O.O
LUMO level	0.538	eV
HOMO	-10.58	eV
electronic energy	-14619.1857	eV

***

No. 6
Here is a cluster of 5 separate species, C2H17N2O4 in total in a non-equilibrium geometry from the OMol25 dataset. Energies are from the ωB97M-V functional and the def2-TZVPD basis.

Atoms and positions in Å:
N -0.20 0.28 0.27
C -1.50 0.23 -0.53
C -2.20 -1.15 -0.12
N -1.15 -2.15 0.13
H 0.47 0.04 -0.46
H -0.02 1.16 0.80
H -0.12 -0.50 0.90
H -2.06 1.11 -0.21
H -1.35 0.27 -1.60
H -2.78 -0.91 0.87
H -2.88 -1.45 -0.91
H -0.85 -2.67 -0.68
H -1.27 -2.75 0.95
H 3.29 1.16 -1.77
H 2.45 0.45 -0.63
O 2.43 1.09 -1.34
H 3.17 -3.36 -1.53
H 3.68 -2.79 -0.24
O 3.11 -2.54 -0.97
H -2.00 1.90 2.79
H -1.83 2.11 1.39
O -1.96 1.35 1.99
H 0.89 3.42 0.95
H 1.75 2.92 -0.27
O 0.93 2.79 0.22

orbital gap	0.388	hartree
energy above the lowest of the compared OMol25 structures with the same formula, charge and spin	22.10	kcal per mole
total charge	+1
LUMO level	-2.792	eV
HOMO	-13.34	eV
electronic energy	-13513.7391	eV

***

No. 7
Here is a cluster of 2 separate species, C2H2 in total in a non-equilibrium geometry from the OMol25 dataset. Energies are from the ωB97M-V functional and the def2-TZVPD basis.

Atoms and positions in Å:
C 1.05 -1.80 0.37
C 0.06 1.19 -0.57
H 1.79 -2.05 -0.46
H 0.63 0.21 -0.31

orbital gap (spin up / spin down)	0.169 / 0.193	hartree
energy above the lowest of the compared OMol25 structures with the same formula, charge and spin	274.75	kcal per mole
LUMO level (spin up / spin down)	-3.188 / -2.884	eV
HOMO (spin up / spin down)	-7.78 / -8.14	eV
electronic energy	-2092.1607	eV

***

No. 8
Here is a cluster of 8 separate species, C2H20O8 in total in a non-equilibrium geometry from the OMol25 dataset. Energies are from the ωB97M-V functional and the def2-TZVPD basis.

Atoms and positions in Å:
C 1.01 -0.67 -1.87
C -0.08 -1.33 -0.98
O 0.17 -0.86 0.34
H 2.13 -0.80 -1.65
H 0.63 -1.09 -2.83
H 0.88 0.44 -1.97
H 0.03 -2.42 -0.87
H -1.10 -1.16 -1.38
H -0.71 -0.68 0.81
O 3.42 -1.10 -0.16
H 3.32 -1.56 0.70
H 4.35 -1.08 -0.34
O -3.48 -0.44 -1.51
H -3.52 -0.27 -2.50
H -3.89 -1.34 -1.57
O -2.92 2.00 0.34
H -3.43 1.38 -0.13
H -2.17 2.25 -0.32
O 1.88 1.01 0.67
H 1.00 0.48 0.58
H 2.52 0.51 0.27
O 2.81 -1.25 2.47
H 2.56 -0.43 2.06
H 1.98 -1.59 2.94
O -0.76 2.22 -1.14
H -0.78 3.14 -1.29
H -0.14 2.13 -0.47
O -1.73 0.10 1.78
H -2.53 -0.35 1.67
H -1.80 0.85 1.16

orbital gap	0.362	hartree
energy above the lowest of the compared OMol25 structures with the same formula, charge and spin	31.14	kcal per mole
SMILES	CCO.O.O.O.O.O.O.O
LUMO level	0.049	eV
HOMO	-9.81	eV
electronic energy	-18777.7135	eV

***

No. 9
Here is a cluster of 9 separate species, C2H22N2O8 in total in a non-equilibrium geometry from the OMol25 dataset. Energies are from the ωB97M-V functional and the def2-TZVPD basis.

Atoms and positions in Å:
C 1.77 1.69 1.22
N 0.29 1.58 1.10
C -0.49 1.77 2.27
N -1.66 1.16 2.28
H 2.07 2.27 2.09
H 2.13 0.71 1.36
H 2.18 2.22 0.32
H -0.03 0.83 0.55
H -0.05 2.40 3.06
H -2.25 1.32 3.07
H -1.73 -1.32 -0.64
H -1.36 -0.58 0.78
O -1.06 -1.16 0.12
H 1.59 3.30 -2.29
H 1.85 3.52 -0.76
O 2.09 3.11 -1.57
H 3.02 -2.34 -0.36
H 4.06 -1.49 0.35
O 3.18 -1.43 -0.16
H -2.22 1.36 0.25
H -2.74 0.24 -0.87
O -2.52 1.23 -0.67
H -0.99 -4.01 0.79
H -0.43 -2.71 0.26
O -0.40 -3.66 0.10
H -1.44 2.50 -2.28
H -0.45 2.79 -1.04
O -0.71 3.05 -1.89
H -2.82 -3.12 -1.07
H -2.89 -2.26 -2.43
O -3.07 -2.21 -1.36
H 1.71 -2.98 -1.40
H 1.25 -4.09 -0.36
O 2.10 -3.70 -0.84

orbital gap (spin up / spin down)	0.092 / 0.359	hartree
total charge	-1
expectation value of S²	0.75
LUMO level (spin up / spin down)	2.721 / 2.685	eV
multiplicity	2
HOMO (spin up / spin down)	0.21 / -7.08	eV
electronic energy	-21789.7030	eV

***

No. 10
Here is a structure of composition C2H23O10V in a non-equilibrium geometry from the OMol25 dataset. Energies are from the ωB97M-V functional and the def2-TZVPD basis.

Atoms and positions in Å:
V 19.11 12.19 0.34
C 17.84 16.08 1.13
C 18.85 15.13 1.80
O 18.40 13.83 1.52
H 16.85 15.88 1.42
H 18.00 15.85 0.10
H 18.14 17.12 1.37
H 18.73 15.33 2.85
H 19.81 15.20 1.40
O 21.15 12.40 1.08
H 21.79 13.06 0.87
H 21.62 11.62 1.36
O 18.13 13.16 4.17
H 18.16 13.56 3.30
H 17.33 12.64 4.07
O 15.51 18.07 -1.36
H 16.23 17.58 -0.93
H 14.98 18.43 -0.67
O 17.80 15.23 6.12
H 18.16 14.62 5.54
H 17.26 14.71 6.65
O 19.33 13.79 -1.30
H 19.24 14.66 -0.91
H 19.26 13.88 -2.28
O 14.04 15.61 1.02
H 13.49 14.99 0.60
H 14.71 15.03 1.34
O 16.97 11.86 -0.20
H 16.57 11.12 -0.62
H 16.69 12.61 -0.72
O 15.67 13.72 1.83
H 15.14 13.23 1.13
H 16.60 13.82 1.60
O 16.18 16.49 4.16
H 16.72 16.14 3.47
H 16.78 16.55 4.91

orbital gap (spin up / spin down)	0.267 / 0.265	hartree
energy above the lowest of the compared OMol25 structures with the same formula, charge and spin	0.00	kcal per mole
total charge	+1
expectation value of S²	3.76
LUMO level (spin up / spin down)	-5.185 / -5.235	eV
multiplicity	4
HOMO (spin up / spin down)	-12.44 / -12.44	eV
electronic energy	-48602.3613	eV

***

No. 11
Here is a structure of composition C2H24CdO18Zn in a non-equilibrium geometry from the OMol25 dataset. Energies are from the ωB97M-V functional and the def2-TZVPD basis.

Atoms and positions in Å:
Cd -5.92 -6.93 -5.91
Zn -4.00 -4.94 -4.12
C -6.30 -4.79 -4.36
O -5.43 -4.63 -5.42
O -5.73 -4.42 -3.30
O -7.00 -5.85 -4.41
C -3.36 -6.79 -5.29
O -4.35 -6.88 -4.28
O -3.81 -7.14 -6.39
O -2.59 -5.75 -5.16
O -6.97 -8.71 -4.59
H -7.08 -9.62 -4.83
H -6.36 -8.72 -3.82
O -2.75 -5.80 -8.26
H -3.15 -6.31 -7.52
H -1.80 -5.93 -8.29
O -0.26 -5.10 -3.16
H -0.66 -4.48 -3.72
H 0.45 -5.48 -3.67
O -1.58 -7.25 -2.35
H -1.90 -7.71 -3.13
H -1.05 -6.52 -2.61
O -2.04 -9.30 -4.32
H -1.40 -8.90 -4.94
H -2.16 -10.17 -4.62
O -0.73 -3.40 -5.24
H -1.35 -3.56 -5.91
H 0.01 -3.96 -5.51
O -4.71 -9.00 -3.02
H -3.96 -9.47 -3.38
H -4.39 -8.15 -3.39
O -3.01 -3.61 -6.68
H -2.97 -4.40 -7.19
H -3.71 -3.19 -7.16
O -0.15 -6.15 -6.08
H 0.08 -7.01 -5.74
H -1.07 -6.02 -5.86
O -2.66 -9.10 -7.49
H -2.58 -9.75 -6.80
H -3.17 -8.42 -7.00
O -3.16 -5.04 -2.25
H -2.38 -5.58 -1.94
H -3.89 -5.16 -1.69
O -5.93 -5.80 -7.93
H -5.96 -4.89 -8.21
H -6.58 -6.15 -8.52

orbital gap	0.296	hartree
LUMO level	-1.117	eV
HOMO	-9.17	eV
electronic energy	-92302.0558	eV

***

No. 12
Here is a structure of composition C2H25FHfO11 in a non-equilibrium geometry from the OMol25 dataset. Energies are from the ωB97M-V functional and the def2-TZVPD basis.

Atoms and positions in Å:
Hf 3.91 1.17 1.91
F 2.70 2.83 0.64
C -0.23 -0.88 0.96
C 0.89 -0.14 0.29
O 2.17 -0.18 0.87
H -0.31 -1.97 0.87
H -1.17 -0.66 0.46
H -0.22 -0.73 2.04
H 0.54 0.88 0.16
H 1.10 -0.31 -0.76
O -3.34 0.70 1.91
H -3.22 0.67 2.86
H -3.12 1.60 1.68
O 0.33 -1.38 -3.42
H 0.42 -0.55 -3.87
H 0.87 -1.29 -2.63
O -2.51 0.86 -1.23
H -2.53 0.23 -0.52
H -3.34 0.74 -1.69
O -0.61 2.33 -2.46
H -1.06 1.50 -2.27
H -0.22 2.59 -1.63
O 2.25 -3.32 0.21
H 2.15 -2.39 0.39
H 2.88 -3.36 -0.51
O 1.76 1.63 3.03
H 1.23 1.62 3.83
H 1.13 1.75 2.32
O 2.92 1.67 -2.73
H 2.14 1.13 -2.62
H 3.63 1.05 -2.90
O -0.53 -4.69 -1.08
H 0.24 -4.29 -0.69
H -0.21 -5.51 -1.47
O 0.17 3.97 0.73
H 0.45 4.87 0.90
H 0.99 3.48 0.60
O -4.00 -2.15 1.69
H -4.65 -2.20 2.38
H -3.65 -1.26 1.74

orbital gap	0.075	hartree
energy above the lowest of the compared OMol25 structures with the same formula, charge and spin	90.94	kcal per mole
total charge	+2
LUMO level	-12.950	eV
HOMO	-14.99	eV
electronic energy	-29000.6593	eV